Record 1
Computed, not measured: the molecule C6H7NO in a non-equilibrium geometry, with ωB97M-V/def2-TZVPD.

Each line ends with the natural charge from an NBO analysis.
Geometry (Å):
C -2.281 -0.889 0.057  -0.650
C -0.825 -0.375 -0.008  -0.009
C 0.452 -0.774 -0.193  -0.258
C 1.410 0.295 -0.035  0.232
C 0.687 1.490 0.144  -0.483
C -0.707 1.078 0.088  0.487
H -2.878 -0.344 -0.783  0.264
H -2.288 -1.929 0.134  0.215
H -2.829 -0.561 1.041  0.234
H 0.651 -1.882 -0.332  0.210
H 3.522 0.656 0.401  0.418
H 2.977 -1.030 -0.212  0.409
H 1.099 2.509 0.029  0.230
N 2.666 -0.031 -0.081  -0.755
O -1.655 1.790 -0.251  -0.544

The LUMO energy comes out at -0.06 eV. Its total energy is -362.73426 Ha. The structure (SMILES) is CC1=CC(N)=CC1=O. For the maximum force, the calculation gives 7.15 eV/A. The spin multiplicity is 1. As for the HOMO energy: -7.9 eV. As for the gap between HOMO and LUMO: 7.822 eV.

=====

Record 2
Computed, not measured: the molecule CH2ClFP2 in a non-equilibrium geometry, with ωB97M-V/def2-TZVPD.

Each line ends with the natural charge from an NBO analysis.
Geometry (Å):
C 1.307 -0.477 -0.454  -0.618
F -2.888 0.878 -0.271  -0.590
P -0.268 0.032 0.200  0.466
P -2.279 -0.556 0.396  0.552
Cl 2.709 0.383 0.337  -0.038
H 1.395 -1.622 -0.316  0.220
H 0.024 1.362 0.108  0.008

The LUMO energy (alpha / beta) comes out at -1.53 / -1.41 eV. Its total energy is -1281.95603 Ha. The structure (SMILES) is FP=[PH]=CCl. For the maximum force, the calculation gives 3.32 eV/A. The spin multiplicity is 1. As for the HOMO energy (alpha / beta): -8.4 / -8.3 eV. As for the gap between HOMO and LUMO (alpha / beta): 6.854 / 6.936 eV.

=====

Record 3
Computed, not measured: a 8-piece molecular cluster, C23H39NO23PS2 overall in a non-equilibrium geometry, with ωB97M-V/def2-TZVPD.

Each line ends with the Mulliken charge.
Geometry (Å):
N 5.431 7.492 -1.747  -0.541
C 4.980 6.646 -2.836  -0.947
P 3.442 5.533 -2.622  0.462
S 4.078 4.733 -0.611  -0.467
S 1.682 4.147 -2.526  -0.245
C 2.475 7.072 -1.831  -0.787
O 1.077 6.869 -1.680  -0.138
O 0.383 8.132 -1.836  -0.428
H 4.815 8.243 -1.494  0.244
H 5.827 7.008 -0.961  0.226
H 4.771 7.298 -3.687  0.387
H 5.807 6.000 -3.133  0.381
H 2.946 5.928 -3.946  -0.072
H 4.146 4.445 -3.267  0.033
H 5.404 4.524 -0.714  0.054
H 1.572 3.842 -1.226  -0.070
H 2.865 7.306 -0.836  0.305
H 2.650 7.945 -2.465  0.417
H 0.626 8.423 -2.731  0.324
C -0.570 0.780 -1.324  -0.031
C -0.771 -0.475 -0.514  -0.098
O 0.497 -1.148 -0.681  -0.444
C 1.422 -0.207 -1.001  0.605
O 2.601 -0.413 -1.052  -0.671
O 0.850 0.971 -1.254  -0.038
H -1.096 1.637 -0.911  0.351
H -0.822 0.681 -2.378  0.033
H -0.919 -0.264 0.548  0.203
H -1.589 -1.091 -0.875  0.130
C 3.990 -3.907 -0.708  -0.376
C 3.620 -2.838 0.291  0.434
O 3.198 -3.624 1.426  -0.304
C 3.779 -4.838 1.337  0.683
O 3.758 -5.662 2.202  -0.577
O 4.379 -5.004 0.139  -0.355
H 4.810 -3.617 -1.359  0.322
H 3.142 -4.218 -1.320  0.278
H 4.475 -2.227 0.586  0.188
H 2.828 -2.189 -0.062  -0.266
C 2.887 2.857 1.979  -0.013
C 3.452 2.840 3.380  -0.362
O 2.289 3.063 4.188  -0.357
C 1.203 2.665 3.476  0.603
O 0.106 2.558 3.930  -0.572
O 1.537 2.400 2.196  -0.254
H 3.412 2.196 1.296  0.420
H 2.866 3.858 1.549  -0.121
H 3.882 1.872 3.650  0.237
H 4.194 3.617 3.547  0.320
C -4.902 -1.879 2.495  0.242
C -3.943 -2.986 2.124  0.225
O -3.839 -2.827 0.696  -0.360
C -4.156 -1.545 0.393  0.721
O -4.017 -1.045 -0.680  -0.594
O -4.663 -0.905 1.467  -0.368
H -4.708 -1.456 3.478  0.367
H -5.940 -2.212 2.444  -0.184
H -2.958 -2.854 2.565  0.095
H -4.314 -3.973 2.379  -0.096
C -0.229 -4.951 3.332  -0.258
C -0.126 -6.454 3.469  -0.314
O -1.429 -6.805 3.963  -0.357
C -2.291 -5.833 3.602  0.602
O -3.477 -5.908 3.713  -0.526
O -1.634 -4.765 3.094  -0.188
H 0.356 -4.553 2.509  0.217
H 0.045 -4.426 4.248  0.246
H 0.032 -6.952 2.511  0.256
H 0.646 -6.768 4.163  0.312
C 0.374 1.987 -6.752  -0.390
C 0.042 2.939 -5.620  -0.046
O -0.624 2.078 -4.694  -0.253
C -0.216 0.814 -4.923  0.691
O -0.436 -0.097 -4.185  -0.603
O 0.494 0.732 -6.072  -0.358
H 1.300 2.235 -7.262  0.315
H -0.431 1.912 -7.487  0.236
H 0.929 3.353 -5.137  -0.007
H -0.610 3.754 -5.923  0.295
C -8.127 -5.932 1.799  -0.331
C -7.254 -5.815 3.031  -0.236
O -6.937 -4.421 3.041  -0.317
C -7.899 -3.758 2.354  0.687
O -7.994 -2.572 2.321  -0.565
O -8.714 -4.627 1.711  -0.345
H -8.898 -6.692 1.891  0.302
H -7.548 -6.117 0.893  0.274
H -7.791 -6.060 3.949  0.263
H -6.348 -6.413 2.978  0.246

As for the net charge: -1. The LUMO energy comes out at 1.73 eV. Its total energy is -3822.77615 Ha. For the maximum force, the calculation gives 1.84 eV/A. The spin multiplicity is 1. As for the HOMO energy: -4.3 eV. As for the gap between HOMO and LUMO: 6.074 eV.

=====

Record 4
Computed, not measured: Cs2F8N4NaO16S8 as an isolated structure in a non-equilibrium geometry, with ωB97M-V/def2-TZVPD.

Each line ends with the Mulliken charge.
Geometry (Å):
Na -2.803 -1.042 -1.613  1.046
Cs 1.851 -0.398 1.066  1.132
Cs 1.026 4.376 -5.322  1.017
N 2.531 -3.252 -3.377  -0.454
S 2.655 -3.843 -1.766  0.995
O 2.047 -5.103 -1.397  -0.531
O 2.804 -2.834 -0.763  -0.474
F 4.159 -4.307 -2.100  -0.300
S 0.966 -3.139 -3.292  0.986
O 0.363 -2.191 -2.384  -0.237
O 0.320 -4.414 -3.487  -0.607
F 0.744 -2.435 -4.735  -0.354
N -2.744 -2.424 0.196  -0.434
S -2.897 -1.632 1.714  1.065
O -1.787 -0.976 2.292  -0.476
O -3.794 -2.228 2.657  -0.594
F -3.752 -0.436 1.105  -0.273
S -1.570 -3.272 0.699  1.002
O -1.819 -4.249 1.739  -0.624
O -0.304 -2.568 0.607  -0.480
F -1.538 -4.270 -0.567  -0.296
N 1.370 4.934 3.101  -0.316
S 0.751 3.408 3.237  0.973
O -0.194 3.042 4.239  -0.557
O 1.751 2.387 2.952  -0.539
F -0.145 3.369 1.920  -0.139
S 1.868 5.078 4.563  1.088
O 3.113 4.389 4.844  -0.612
O 0.871 5.101 5.602  -0.579
F 2.336 6.598 4.393  -0.283
N -1.782 0.978 -2.146  -0.555
S -0.413 1.066 -2.891  0.985
O 0.753 0.797 -2.089  -0.577
O -0.249 2.115 -3.873  -0.622
F -0.493 -0.168 -3.871  -0.196
S -1.395 1.734 -0.674  1.022
O -1.038 3.103 -0.806  -0.577
O -0.711 0.931 0.282  -0.359
F -2.854 1.778 -0.054  -0.266

As for the net charge: -1. The LUMO energy comes out at -0.41 eV. Its total energy is -5609.98770 Ha. For the maximum force, the calculation gives 7.94 eV/A. The spin multiplicity is 1. As for the HOMO energy: -6.8 eV. As for the gap between HOMO and LUMO: 6.381 eV.